# C66H154N22O22

A 22-piece molecular cluster, C66H154N22O22 overall (the ωB97M-V functional and the def2-TZVPD basis, the Open Molecules 2025 dataset).

```
264
Properties=species:S:1:pos:R:3:forces:R:3
C -6.084414 2.847888 0.431002 1.049 0.675 2.373
O -5.357821 3.132841 1.422515 -1.676 -0.635 -2.243
N -7.425238 2.673371 0.482037 -1.260 0.114 -0.239
C -8.191465 2.323227 -0.747038 0.493 0.764 0.178
C -8.254114 2.998738 1.667318 0.039 -0.203 0.657
H -5.676244 2.730152 -0.584740 0.104 -0.084 0.146
H -8.832905 3.151365 -1.048436 -0.284 0.042 0.369
H -8.791473 1.419431 -0.640966 0.099 0.017 0.265
H -7.543075 2.215702 -1.616594 0.342 -0.222 0.315
H -7.702503 3.368377 2.531713 0.662 -0.127 -0.464
H -9.036374 3.747493 1.542635 0.242 0.268 -0.958
H -8.821227 2.153920 2.058194 0.260 -0.541 -0.353
C 2.579307 -2.784536 0.290235 1.969 0.244 -0.256
O 2.710216 -1.835145 -0.464640 -1.485 0.458 -0.381
N 3.676966 -3.490875 0.620019 -0.610 -0.037 0.359
C 4.979659 -3.346096 0.016285 0.696 0.975 -0.323
C 3.633741 -4.621626 1.480486 0.783 -1.544 0.600
H 1.674995 -3.154116 0.797992 -0.193 0.375 -0.222
H 5.131181 -2.474886 -0.621001 -0.920 -0.149 -0.300
H 5.250078 -4.241681 -0.543082 0.076 -0.088 0.100
H 5.728180 -3.113863 0.773847 0.064 -0.603 0.431
H 3.786063 -5.515203 0.875149 -0.050 -0.354 0.051
H 4.493804 -4.582940 2.148977 0.047 0.068 0.185
H 2.776773 -4.810395 2.127073 -0.384 0.679 -0.364
C -3.573714 -6.366594 -4.205010 -0.982 0.646 -2.197
O -4.656249 -6.769113 -4.646815 1.471 -0.252 1.823
N -2.904623 -5.404811 -4.888186 1.453 0.502 0.585
C -1.687516 -4.779357 -4.299470 -0.391 -0.266 0.248
C -3.541442 -4.697731 -5.969257 0.462 1.832 -0.672
H -2.933825 -6.628837 -3.348287 -0.781 -0.865 0.364
H -1.846418 -3.870533 -3.719032 -0.749 0.293 -0.323
H -0.898167 -4.514741 -5.003042 -0.247 -0.382 -0.495
H -1.230001 -5.408852 -3.536242 -0.099 -0.574 -0.272
H -2.799202 -4.347787 -6.686696 0.391 -0.602 -0.249
H -4.342206 -5.152303 -6.552561 0.185 -0.495 0.740
H -3.869382 -3.731149 -5.586805 -0.665 -0.159 0.122
C -1.243529 -2.115192 4.645639 0.699 1.175 -1.079
O -1.327079 -0.972161 5.076178 -0.804 -0.348 0.592
N -0.119490 -2.591071 4.109009 3.453 1.056 0.762
C 1.273824 -2.006775 4.307275 -1.386 1.842 0.367
C -0.057916 -3.838326 3.500450 -0.091 -1.871 -0.280
H -2.045141 -2.843534 4.447819 -0.554 0.357 0.489
H 1.969556 -2.100670 3.473463 -0.564 -0.491 -0.333
H 1.868455 -2.234868 5.191865 -0.574 -1.067 0.179
H 1.131273 -0.934274 4.439639 -0.052 0.032 -0.281
H 0.453603 -4.538668 4.160716 0.020 -0.420 0.043
H -1.073440 -4.177493 3.296037 0.210 -0.301 -0.242
H 0.530130 -3.777858 2.584673 -0.329 -0.092 -0.169
C -5.768103 -2.165183 -3.228581 0.634 -0.219 0.843
O -5.196141 -2.856676 -4.057581 -0.189 0.747 0.465
N -5.223771 -1.222511 -2.402343 1.369 -0.109 -0.879
C -3.774627 -0.777892 -2.508091 -1.411 0.341 -0.367
C -6.125674 -0.368288 -1.677205 -0.834 0.218 0.919
H -6.808225 -2.321319 -2.903042 -0.288 -0.112 -0.598
H -3.104329 -1.501901 -2.971357 -0.533 -0.351 0.297
H -3.388516 -0.443578 -1.545151 -0.138 -0.270 -0.016
H -3.777465 0.091458 -3.165603 0.148 0.202 0.063
H -6.185925 -0.592127 -0.612135 0.680 0.055 0.343
H -5.947009 0.701066 -1.789794 0.489 -0.125 -0.208
H -7.175570 -0.506666 -1.935409 0.069 -0.244 -0.707
C 3.376689 1.742595 3.954409 0.573 -0.434 -0.009
O 3.277166 0.539445 3.942779 0.004 -1.353 -0.439
N 2.406934 2.552943 4.346931 -0.720 1.918 1.486
C 2.661823 3.958312 4.721238 0.201 0.024 -2.100
C 1.038201 2.152774 4.616458 -0.099 -0.943 1.162
H 4.298821 2.228726 3.600064 0.014 0.314 0.271
H 3.647013 4.297289 4.400938 0.247 -0.395 0.048
H 2.543160 4.282559 5.755104 -0.427 -0.642 0.056
H 2.013917 4.474870 4.013075 -0.342 0.816 0.684
H 0.817309 2.252339 5.679189 0.047 0.667 0.256
H 0.298906 2.734749 4.066143 0.174 0.010 -0.268
H 0.857049 1.079790 4.553337 0.298 0.053 -0.850
C -4.799525 -1.580929 4.578175 -0.357 -0.709 -1.040
O -4.669398 -2.557608 3.835201 0.235 0.678 0.377
N -4.934557 -0.310186 4.155097 -0.201 -0.792 -0.218
C -5.147769 0.770084 5.082413 -0.080 0.307 -0.145
C -4.808493 0.147719 2.768274 1.022 0.629 0.537
H -4.893741 -1.713718 5.667062 0.115 0.217 -0.039
H -5.385033 0.413547 6.084757 0.229 -0.053 -0.101
H -5.985841 1.368179 4.724624 -0.193 0.057 0.087
H -4.282055 1.432385 5.081571 0.179 0.012 0.296
H -5.571022 0.913789 2.627653 -0.041 -0.244 -0.477
H -3.844830 0.654708 2.719076 0.090 0.526 0.024
H -4.685099 -0.549337 1.939430 -0.831 -0.664 0.584
C 2.329908 3.654060 -3.754901 0.508 -2.061 -0.563
O 2.259801 3.763561 -2.543072 -0.239 0.454 -0.593
N 2.341126 2.454835 -4.433783 -0.486 0.147 -0.059
C 2.588079 2.381621 -5.881385 -0.871 -0.666 0.601
C 2.133962 1.138664 -3.799263 0.004 0.881 -0.099
H 2.471125 4.418224 -4.534841 -0.072 0.770 0.598
H 3.252043 1.525551 -6.001412 0.810 0.630 -0.469
H 2.798726 3.342625 -6.350637 0.812 -0.152 0.341
H 1.723104 2.033276 -6.445812 -0.658 -0.059 0.251
H 1.345962 0.576559 -4.300442 0.017 0.395 -0.019
H 3.027847 0.528568 -3.929099 0.099 0.002 0.290
H 1.861509 1.291596 -2.755001 0.271 -0.028 -0.093
C -2.581098 -3.414131 0.932498 -0.449 -1.010 -1.065
O -1.362759 -3.557129 0.821091 -1.102 0.324 -0.395
N -3.545217 -3.708351 -0.017508 0.406 0.921 -0.874
C -4.975713 -3.806179 0.399087 0.626 -0.672 -0.378
C -3.218766 -4.204979 -1.450969 -0.846 0.152 2.659
H -3.076858 -3.111257 1.867755 0.155 0.163 0.114
H -5.734119 -3.347889 -0.235647 0.592 0.392 -0.638
H -5.193137 -3.401986 1.387754 0.623 -0.209 0.199
H -5.186671 -4.874212 0.345174 -0.383 -0.104 0.431
H -3.759770 -3.644500 -2.213380 0.170 0.266 0.212
H -2.138787 -4.208789 -1.598451 -0.240 0.036 0.206
H -3.648894 -5.206456 -1.439366 0.349 -0.260 -0.389
C 0.755391 -1.205759 -6.120380 1.489 -2.271 -0.236
O 1.893409 -1.237177 -5.633231 -1.297 0.968 -0.261
N -0.410698 -1.313718 -5.476165 0.174 1.316 0.961
C -1.636658 -1.575823 -6.182944 -0.562 -0.205 -0.634
C -0.519082 -1.122076 -4.019010 -0.126 -0.432 -0.410
H 0.628201 -1.429138 -7.190955 -0.033 0.618 -0.235
H -1.523115 -1.530869 -7.266075 0.601 -0.449 -0.023
H -2.451296 -0.859070 -6.079321 0.136 0.250 0.928
H -1.996710 -2.562645 -5.891983 -0.181 0.153 -0.155
H -1.035732 -0.189114 -3.793707 -0.149 -0.181 0.061
H -1.073888 -1.983814 -3.647938 -0.154 0.254 0.265
H 0.434113 -1.106651 -3.490536 0.082 -0.094 -0.473
C -4.864086 6.377536 0.434668 0.204 -0.356 -1.044
O -5.676750 7.277901 0.353096 0.021 0.271 0.453
N -3.733149 6.302141 -0.313552 1.468 -0.028 -0.205
C -2.849881 5.110924 -0.468632 -0.352 0.930 0.330
C -3.156390 7.407613 -1.105364 -0.607 -0.134 0.247
H -5.010508 5.468620 1.038535 0.011 0.078 0.103
H -3.014252 4.686730 -1.459159 0.057 -0.147 0.058
H -2.927417 4.333277 0.291206 -0.426 0.231 0.077
H -1.848437 5.537358 -0.410570 0.247 -0.427 -0.045
H -3.785242 8.297763 -1.122112 -0.295 -0.390 -0.192
H -2.187690 7.749183 -0.740589 0.111 -0.259 0.590
H -2.921211 7.014936 -2.094609 -0.415 0.225 -0.299
C 7.597173 -0.002360 0.175562 -0.800 -0.294 0.223
O 7.614400 0.073582 1.418626 -0.153 0.050 -2.078
N 6.488528 0.001622 -0.623814 -0.112 -0.962 -0.278
C 6.524249 -0.168859 -2.132533 -0.884 1.810 1.075
C 5.146972 0.124790 0.017197 1.131 0.420 -0.483
H 8.479993 -0.126333 -0.470554 0.340 0.081 0.416
H 7.438464 -0.487681 -2.633202 0.096 -0.327 0.775
H 6.329582 0.838057 -2.501730 0.216 0.184 -0.335
H 5.641776 -0.711503 -2.471483 0.326 -0.535 0.378
H 4.981560 1.183619 0.216260 -0.087 0.079 0.361
H 4.335149 -0.199938 -0.633641 0.332 -0.341 0.039
H 5.197016 -0.446847 0.943926 -0.362 0.159 0.003
C -5.232270 -1.302035 -7.206629 1.210 0.104 -0.940
O -4.897528 -2.145402 -8.018966 -0.789 -0.248 0.493
N -4.653117 -0.079338 -7.197792 0.621 1.351 1.759
C -4.835565 0.806953 -6.047891 0.119 0.376 -0.472
C -3.681475 0.415460 -8.152608 -0.080 -0.886 -0.478
H -5.987396 -1.353978 -6.407078 -0.045 -0.642 -0.155
H -3.968100 1.015220 -5.421614 0.733 -0.766 -0.097
H -5.577072 0.419983 -5.348946 -0.389 0.320 -0.364
H -4.989812 1.806345 -6.454736 -0.994 0.144 0.223
H -3.331640 -0.417372 -8.762602 -0.279 0.043 -0.187
H -4.149526 1.174607 -8.779289 0.128 0.070 -0.109
H -2.781502 0.822557 -7.691703 -0.162 0.170 0.393
C -2.447142 4.151756 3.477200 0.075 -0.143 2.386
O -1.454370 4.095550 2.770064 -0.700 0.451 0.262
N -2.502691 4.782419 4.741471 -0.900 -2.288 -1.530
C -3.603800 4.718011 5.711900 -0.256 0.958 -0.116
C -1.444099 5.580917 5.177228 1.094 2.465 -0.273
H -3.383937 3.601281 3.299441 -0.005 0.147 -0.424
H -4.041518 5.711939 5.804692 -0.179 0.300 -0.326
H -3.241837 4.581710 6.730965 0.374 -0.682 -0.134
H -4.452302 4.059599 5.525787 0.517 -0.360 -0.458
H -1.883996 6.542850 5.440416 0.014 0.260 0.569
H -0.822545 5.264965 6.015044 -0.180 -0.556 0.012
H -0.806314 5.890490 4.349284 0.197 -0.607 -0.105
C -2.300277 2.628750 -3.419741 -3.017 -0.453 0.656
O -3.399934 2.695591 -2.819727 1.999 -0.292 -0.189
N -2.087857 3.343246 -4.513603 0.121 -0.242 -1.157
C -0.947483 3.149930 -5.354202 1.531 1.641 -0.607
C -2.946550 4.407157 -5.025490 -0.872 -0.527 1.494
H -1.492929 1.911015 -3.207029 -0.171 0.113 0.431
H -1.175803 3.108931 -6.419236 -0.550 -0.222 -0.003
H -0.168916 2.404756 -5.190969 -0.698 -0.438 0.871
H -0.437932 4.106103 -5.235106 0.750 0.115 -0.452
H -3.303010 4.133759 -6.018610 0.457 0.580 -0.232
H -3.842457 4.493340 -4.410644 0.012 -0.421 0.155
H -2.461142 5.367021 -4.849024 0.258 0.069 -0.929
C -0.117258 0.441480 -0.671070 0.439 -0.744 2.848
O -1.071640 0.408757 -1.401018 -0.976 0.101 -1.225
N -0.195679 0.202563 0.696245 1.731 0.548 -2.945
C 1.046548 0.259596 1.474923 -0.790 -0.733 0.935
C -1.422172 -0.141220 1.334904 -0.306 0.529 1.968
H 0.917365 0.616271 -1.004576 -0.073 0.132 0.074
H 1.961927 0.542017 0.954897 -0.489 0.192 -0.467
H 1.245700 -0.728735 1.889239 0.059 -0.116 -0.010
H 0.892180 0.893267 2.348263 0.084 0.248 -0.136
H -1.464918 0.480796 2.228981 -0.312 0.573 0.127
H -2.342719 0.040617 0.780264 0.496 -0.090 -0.433
H -1.433625 -1.106833 1.840421 0.223 -0.591 -0.750
C 2.196332 -8.096869 0.768472 1.185 0.519 -1.304
O 3.101879 -8.057358 -0.065528 -0.837 -0.052 0.889
N 1.162652 -7.230785 0.809081 -1.026 0.727 0.175
C 0.101628 -7.401257 1.824391 -0.347 1.418 -0.579
C 1.051197 -6.023017 -0.087850 0.406 -0.570 0.695
H 2.186693 -8.839612 1.581138 -0.176 -0.036 -0.059
H 0.121119 -6.600023 2.563143 0.629 -0.038 0.400
H 0.037460 -8.362550 2.334209 0.367 -0.004 -0.421
H -0.848834 -7.145847 1.355902 -0.212 -0.642 -0.322
H 2.016980 -5.786414 -0.534376 0.006 -0.418 0.030
H 0.309731 -6.094509 -0.883607 -0.062 -0.600 0.014
H 0.751383 -5.137752 0.472970 -0.094 -0.228 0.421
C 3.172826 6.461512 1.804507 0.628 -0.186 1.828
O 4.244361 6.321036 2.442197 -2.207 -0.218 -1.750
N 2.329948 5.511865 1.315166 1.921 -0.442 1.234
C 1.118411 5.853882 0.625096 -0.617 -1.098 -1.390
C 2.647975 4.079200 1.520657 -0.536 -0.265 -1.852
H 2.667651 7.437199 1.733639 0.465 0.281 -0.321
H 0.248614 5.371277 1.070809 -0.153 0.519 0.587
H 1.122059 5.386268 -0.359507 0.366 -0.299 -0.300
H 0.972215 6.895113 0.337786 0.230 0.183 0.942
H 3.676503 3.840881 1.791650 -0.193 0.734 0.621
H 1.901782 3.518013 2.083114 0.077 0.511 0.606
H 2.562077 3.580480 0.555248 -0.048 0.139 -0.517
C 5.150873 -2.286654 4.532004 -2.244 -0.549 -0.254
O 4.276761 -2.785896 5.235304 -0.472 0.746 -0.015
N 6.392157 -2.656096 4.623918 3.799 -0.772 1.809
C 7.460326 -2.128932 3.798544 -0.721 0.828 -0.116
C 6.894856 -3.318328 5.853900 -1.346 -1.476 -0.384
H 4.956290 -1.586110 3.705221 -0.222 0.095 0.059
H 8.149519 -2.917045 3.495230 -0.135 0.070 -0.103
H 7.993178 -1.342630 4.333233 0.304 -0.092 0.080
H 6.988190 -1.620357 2.957992 0.349 -0.204 -0.299
H 6.101575 -3.868438 6.360036 -0.545 0.526 -0.148
H 7.494510 -4.183116 5.569919 0.824 0.530 -0.105
H 7.326503 -2.683803 6.627947 0.368 0.322 -0.557
C 8.206008 3.370487 -1.050571 -1.749 1.903 -1.326
O 8.266500 2.960106 -2.199529 0.319 -0.748 0.772
N 7.133427 4.112976 -0.605537 -1.157 0.416 1.402
C 7.235808 4.810419 0.697237 0.434 -1.092 -0.351
C 5.757284 4.312099 -1.216623 2.318 -1.041 -0.216
H 9.019809 3.406679 -0.309869 0.095 -0.505 -0.158
H 6.477878 4.504822 1.418515 -0.256 -0.181 -0.188
H 7.159585 5.895123 0.621651 0.249 -0.008 -0.243
H 8.189224 4.473291 1.103976 0.086 0.569 0.283
H 5.593429 3.556436 -1.984886 0.102 0.065 -0.052
H 5.025720 4.148120 -0.425409 -0.027 0.478 -0.112
H 5.776789 5.295358 -1.686653 -0.565 0.037 0.237
C 4.268411 -5.280107 -3.076096 0.927 -0.431 -2.108
O 5.342447 -5.876018 -3.155659 -1.131 0.808 0.994
N 4.064416 -3.995793 -3.473594 0.153 0.010 0.695
C 5.152190 -3.134349 -3.896852 0.227 -0.191 -0.445
C 2.762930 -3.608136 -3.957713 -0.874 0.374 0.182
H 3.279872 -5.746489 -2.943846 0.244 -0.482 0.632
H 5.425038 -3.367544 -4.926067 -0.105 0.114 -0.306
H 6.089297 -3.258859 -3.354240 -0.376 -0.211 0.471
H 4.824609 -2.095980 -3.846067 -0.016 -0.097 0.004
H 1.977360 -4.352250 -3.826270 0.438 -0.635 0.047
H 2.333333 -2.766170 -3.414910 0.442 0.455 -0.072
H 2.797640 -3.372241 -5.021318 0.061 0.114 0.040
C 1.784232 -1.741168 9.456284 0.242 0.540 0.411
O 0.759952 -1.983113 10.046732 -0.920 -0.492 0.388
N 1.847652 -1.018509 8.328997 1.184 1.385 -1.157
C 0.638466 -0.496493 7.669151 0.095 -0.437 -0.819
C 3.150957 -0.598547 7.677726 -0.593 -0.472 0.685
H 2.743372 -2.048894 9.900754 0.303 0.032 -0.463
H 0.687499 0.560846 7.408923 0.472 0.226 0.456
H -0.315150 -0.644660 8.175866 0.522 -0.344 0.436
H 0.556779 -0.971804 6.691649 -0.164 -0.145 0.064
H 4.011969 -0.576018 8.345740 -0.367 -0.240 0.663
H 3.472377 -1.273779 6.884723 -0.478 0.132 -0.321
H 3.072578 0.434762 7.339778 -0.308 -0.148 -0.288
```
Forces are in eV/Å.

## Properties
* E_LUMO: -0.049 eV
* spin multiplicity: 1
* orbital gap: 0.3196 hartree